56
Properties=species:S:1:pos:R:3:lowdin_spin:R:1 method="wB97M-V/def2-TZVPD" s_squared=8.847 multiplicity=6 gap_ev="6.06 / 6.53" charge=+2
Mn -0.150 0.004 -0.114 3.760
P 1.906 -0.572 -0.971 0.018
P -1.445 -1.184 -1.532 -0.005
N 0.842 1.778 0.339 -0.008
N -1.635 1.340 -0.148 -0.010
H 0.347 3.827 0.645 0.000
H -2.126 2.751 1.352 0.001
H 0.049 2.745 2.037 0.000
C -0.006 2.830 0.943 0.002
H -1.704 3.455 -0.221 0.000
C -1.458 2.640 0.483 0.000
H 2.589 2.925 0.147 -0.001
H -3.609 1.765 -0.738 -0.004
C 2.029 2.004 -0.132 0.022
C -2.776 1.044 -0.788 0.002
C 2.577 1.171 -1.203 0.023
C -2.886 -0.134 -1.515 0.038
H 3.662 1.232 -1.396 0.000
H -3.812 -0.375 -2.028 0.001
H -1.117 -1.305 -2.905 0.004
H -1.984 -2.447 -1.165 0.002
H 2.143 -1.115 -2.257 0.002
H 3.051 -0.963 -0.236 0.005
H -0.589 2.261 -2.510 0.014
C -0.086 2.138 -3.501 0.080
C -1.100 1.550 -4.479 0.095
C 0.382 3.554 -3.883 0.010
O 0.807 1.116 -3.507 0.763
H -1.920 2.232 -4.745 0.018
H -0.558 1.255 -5.391 0.000
H -1.491 0.625 -4.031 0.000
H 0.818 4.085 -3.018 0.002
H 1.142 3.505 -4.679 0.001
H -0.461 4.152 -4.248 0.000
H 2.161 1.544 -2.104 0.007
C -0.940 -0.875 4.290 0.002
N -0.161 -1.918 3.642 0.017
C 0.129 -3.100 4.429 0.002
C 0.008 -1.914 2.306 0.022
N -0.596 -0.970 1.575 0.089
N 0.802 -2.867 1.726 0.006
C 2.096 -3.231 2.272 0.001
C 0.513 -3.392 0.391 0.007
H -0.853 -1.051 5.366 0.000
H -2.002 -0.932 3.999 0.001
H -0.532 0.111 4.031 0.000
H -0.095 -4.033 3.888 0.000
H 1.178 -3.132 4.752 0.001
H -0.496 -3.055 5.324 0.000
H -1.328 -0.508 2.122 0.005
H 2.109 -4.286 2.568 0.000
H 2.878 -3.070 1.523 0.000
H 2.340 -2.617 3.132 0.000
H 0.918 -2.709 -0.387 0.004
H 1.015 -4.370 0.297 0.001
H -0.574 -3.511 0.252 0.000



100
Properties=species:S:1:pos:R:3:lowdin_charge:R:1 method="wB97M-V/def2-TZVPD" relative_energy_kj_mol=3067.9 multiplicity=1 gap_ev=8.44
C 6.482 -25.532 22.006 0.022
C 7.783 -26.128 21.691 -0.206
N 8.815 -26.537 21.486 0.084
H 6.605 -24.550 22.462 0.072
H 6.033 -26.096 22.824 0.135
H 5.893 -25.281 21.124 0.096
C 9.309 -27.788 20.206 -0.097
C 9.230 -28.972 19.449 -0.122
N 9.174 -29.986 18.847 0.117
H 8.381 -27.604 20.748 0.066
H 9.370 -26.801 19.749 0.114
H 10.186 -27.880 20.847 0.097
C 10.199 -28.514 17.059 -0.034
C 9.076 -29.092 16.372 -0.330
N 8.204 -29.663 15.803 0.187
H 11.164 -28.797 16.639 0.114
H 10.109 -28.656 18.135 0.036
H 9.957 -27.476 16.826 0.091
C 9.853 -31.560 15.858 -0.106
C 9.783 -31.759 17.344 -0.266
O 8.864 -32.848 17.664 -0.164
P 8.709 -33.325 19.191 0.619
O 9.905 -33.093 20.025 -0.208
O 7.287 -32.642 19.583 -0.119
C 7.110 -31.332 19.249 -0.278
C 7.457 -30.490 20.462 -0.064
O 8.423 -34.939 18.919 -0.204
C 7.775 -35.473 17.821 -0.278
C 8.579 -36.800 17.423 -0.042
H 8.872 -31.598 15.385 0.070
H 10.320 -30.594 15.670 0.048
H 10.612 -32.186 15.389 0.072
H 10.752 -31.861 17.833 0.113
H 9.467 -30.813 17.784 -0.036
H 7.524 -30.953 18.315 0.112
H 6.048 -31.098 19.179 0.129
H 8.544 -30.433 20.401 0.014
H 7.032 -29.488 20.517 0.006
H 7.193 -30.961 21.408 0.120
H 6.819 -35.634 18.320 0.119
H 7.786 -34.820 16.948 0.110
H 8.561 -37.455 18.294 0.066
H 8.112 -37.333 16.595 0.066
H 9.578 -36.450 17.165 0.073
C 9.163 -25.022 18.461 -0.044
C 9.659 -24.259 19.642 -0.256
O 8.717 -23.283 20.115 -0.157
P 8.744 -22.767 21.697 0.595
O 9.811 -21.823 22.062 -0.216
O 7.246 -22.192 22.085 -0.196
C 6.511 -21.555 21.089 -0.310
C 6.887 -20.069 21.184 -0.057
O 8.765 -24.208 22.558 -0.321
C 8.322 -24.323 23.919 -0.248
C 9.497 -23.879 24.782 -0.049
H 8.107 -25.271 18.362 0.012
H 9.633 -24.585 17.580 0.099
H 9.733 -25.949 18.400 0.067
H 9.952 -25.027 20.357 0.026
H 10.555 -23.692 19.390 0.144
H 6.736 -21.901 20.080 0.105
H 5.433 -21.712 21.139 0.116
H 7.663 -20.007 20.421 0.075
H 6.143 -19.341 20.858 0.076
H 7.333 -19.843 22.152 0.085
H 7.439 -23.761 24.223 0.124
H 8.082 -25.383 24.001 0.117
H 9.386 -24.131 25.836 0.081
H 10.487 -24.182 24.441 0.081
H 9.497 -22.789 24.778 0.078
C 12.023 -31.028 21.642 -0.091
C 11.010 -31.438 20.682 -0.117
O 9.929 -30.500 20.909 -0.026
C 10.234 -29.668 21.902 -0.489
O 9.638 -28.680 22.258 0.078
O 11.409 -30.005 22.393 0.119
H 12.863 -30.692 21.034 0.138
H 12.303 -31.868 22.279 0.142
H 10.538 -32.387 20.938 0.037
H 11.348 -31.363 19.649 0.133
C 6.339 -28.091 19.588 -0.071
C 6.778 -26.685 19.876 -0.094
O 7.251 -26.244 18.574 0.066
C 7.255 -27.247 17.731 -0.539
O 7.988 -27.389 16.730 0.066
O 6.616 -28.209 18.224 0.164
H 5.282 -28.195 19.836 0.163
H 6.921 -28.797 20.179 0.008
H 7.487 -26.843 20.689 -0.002
H 5.968 -26.142 20.363 0.089
C 11.131 -26.887 22.468 -0.122
C 10.975 -25.644 21.528 -0.199
O 11.328 -26.183 20.291 0.013
C 12.161 -27.268 20.553 -0.440
O 12.906 -27.928 19.780 0.108
O 12.056 -27.654 21.826 0.062
H 10.333 -27.623 22.564 0.006
H 11.620 -26.557 23.385 0.144
H 11.666 -24.887 21.898 0.147
H 10.121 -24.982 21.672 0.066



71
Properties=species:S:1:pos:R:3:lowdin_charge:R:1 method="wB97M-V/def2-TZVPD" relative_energy_kj_mol=1367.2 multiplicity=1 gap_ev=7.75
Cl -1.454 -2.372 -2.439 0.617
C 0.087 -2.845 -1.714 -0.722
C -0.060 -4.231 -1.034 -0.600
Cl -0.350 -5.619 -2.196 0.503
H 0.420 -2.043 -1.054 -0.075
H 0.751 -2.979 -2.568 0.072
H -0.871 -4.296 -0.309 0.051
H 0.916 -4.339 -0.561 0.076
Cl 0.931 -0.271 -1.590 0.950
C 0.473 0.224 0.033 -0.465
C -0.896 -0.121 0.411 -0.515
Cl -2.129 0.990 -0.389 0.721
H 0.603 1.298 0.165 0.056
H 1.188 -0.257 0.700 -0.065
H -0.992 -0.066 1.495 0.065
H -1.175 -1.140 0.143 -0.002
N -0.484 -2.291 0.600 -0.087
C 0.847 -2.120 0.804 -0.203
C 1.434 -2.531 2.020 -0.018
C 0.652 -3.113 2.985 -0.042
C -0.727 -3.218 2.792 -0.030
C -1.248 -2.798 1.575 -0.122
H 1.413 -1.695 -0.012 0.028
H 2.503 -2.442 2.145 0.117
H 1.069 -3.487 3.908 0.109
H -1.390 -3.657 3.524 0.109
H -2.298 -2.900 1.341 0.130
N 2.308 -0.745 0.904 -0.162
C 3.040 -0.973 -0.198 -0.155
C 4.431 -0.917 -0.244 0.011
C 5.166 -0.429 0.908 -0.021
C 4.363 -0.158 2.012 -0.063
C 2.985 -0.289 2.000 -0.066
H 2.440 -1.229 -1.059 0.032
H 4.956 -1.218 -1.138 0.105
H 6.238 -0.321 0.978 0.105
H 4.857 0.200 2.903 0.106
H 2.373 -0.070 2.863 0.139
N 0.833 2.787 -3.496 0.067
C 0.710 1.421 -3.282 -0.249
C 0.111 0.585 -4.202 -0.106
C -0.376 1.069 -5.421 -0.057
C -0.144 2.432 -5.698 -0.076
C 0.449 3.239 -4.726 -0.142
H 1.168 1.037 -2.383 -0.115
H -0.035 -0.479 -4.087 0.058
H -0.809 0.403 -6.154 0.103
H -0.526 2.827 -6.628 0.092
H 0.467 4.314 -4.831 0.095
N -4.771 0.906 3.579 0.050
C -5.590 0.690 2.522 -0.144
C -5.210 0.081 1.290 -0.041
C -3.837 -0.294 1.194 -0.166
C -2.968 -0.061 2.285 -0.126
C -3.487 0.541 3.411 -0.150
H -6.650 0.873 2.627 0.091
H -5.953 -0.076 0.523 0.093
H -3.428 -0.737 0.297 0.043
H -1.933 -0.359 2.200 0.039
H -2.796 0.668 4.232 0.100
N 0.110 4.856 1.845 0.039
C -0.937 4.754 0.975 -0.107
C -0.911 3.748 -0.036 -0.116
C 0.263 3.164 -0.414 -0.147
C 1.407 3.395 0.389 -0.076
C 1.277 4.172 1.543 -0.136
H -1.820 5.313 1.245 0.097
H -1.784 3.559 -0.644 0.065
H 0.299 2.396 -1.172 0.043
H 2.353 2.936 0.145 0.101
H 2.148 4.312 2.166 0.089



Number 1: electronic energy -74430.9387 eV, F_max 0.0561 Eh/bohr. Number 2: electronic energy -86652.6922 eV, F_max 0.1830 Eh/bohr. Number 3: electronic energy -88133.4156 eV, F_max 0.2216 Eh/bohr.